[1]
Molecular formula: C5H15NO2
Method: DFT, ωB97M-V with the def2-TZVPD basis set

Summary:
* Kohn-Sham gap: 7.91 eV
* HOMO: -7.48 eV
* E: -404.69497 hartree
* SMILES: C/C=C/NCC.O.O

XYZ file:
```
23
Properties=species:S:1:pos:R:3:forces:R:3
C -0.16793 -2.30862 1.20623 0.23 0.39 -0.04
C 0.12095 -0.86072 1.50623 0.08 -0.32 -1.09
C 0.38856 0.07155 0.58066 1.57 0.84 1.89
N 0.93014 1.29994 1.04463 -0.28 -0.23 -0.27
C 0.74343 2.51096 0.26896 -0.66 -0.56 -1.11
C -0.74296 2.79235 -0.07762 0.98 -1.20 0.07
H -1.24670 -2.39796 1.01842 0.27 -0.67 0.20
H 0.41073 -2.66043 0.35584 -0.32 0.16 -0.43
H 0.20113 -2.95776 2.00185 -0.59 0.06 0.29
H 0.17980 -0.55493 2.54398 -0.16 0.01 0.08
H 0.52497 -0.03918 -0.48475 -0.56 -0.35 -0.10
H 0.88131 1.38368 2.04685 -0.12 0.22 0.01
H 1.23541 2.28574 -0.69909 0.26 0.70 0.43
H 1.18758 3.35368 0.80822 0.17 -0.20 -0.35
H -1.11536 1.91795 -0.62767 -0.12 -0.10 0.48
H -0.86699 3.57406 -0.81655 -0.07 0.77 0.49
H -1.22971 2.87074 0.89395 -0.67 0.47 -0.40
O -1.72007 -0.91820 -1.59573 -0.04 0.40 -0.66
H -1.01289 -1.42965 -2.02395 -0.23 -0.09 0.53
H -2.01155 -1.38280 -0.81246 0.20 -0.28 0.08
O 0.79310 -2.27088 -2.14529 0.37 0.04 -0.47
H 1.45722 -1.57759 -2.02073 -0.16 -0.15 0.07
H 1.05981 -2.70192 -2.97199 -0.15 0.07 0.28
```
Positions in Å, forces in eV/Å.

[2]
Molecular formula: C8H9N5
Method: DFT, ωB97M-V with the def2-TZVPD basis set

Summary:
* Kohn-Sham gap: 8.05 eV
* HOMO: -7.62 eV
* E: -584.07586 hartree
* SMILES: Nc1ccc2nc(N)nc(N)c2c1

XYZ file:
```
22
Properties=species:S:1:pos:R:3:forces:R:3
N 1.45547 -3.65319 0.22080 -1.33 -1.72 -1.74
C 1.13631 -2.29510 0.29253 1.71 0.21 1.03
C 1.97077 -1.48017 1.12716 -0.63 1.34 -1.15
C 1.73316 -0.11054 1.15501 1.67 0.43 1.20
C 0.68343 0.50248 0.50039 -2.31 1.48 -0.85
N 0.41960 1.90421 0.59459 1.09 -2.47 -0.03
C -0.68764 2.29341 0.02966 0.61 0.80 1.30
N -1.01075 3.61539 0.17405 -1.74 -0.51 -1.07
N -1.62741 1.56206 -0.56899 -0.34 -1.25 -1.06
C -1.36065 0.29341 -0.77638 -0.41 0.74 -0.78
N -2.21668 -0.34298 -1.67619 -1.99 -1.71 0.43
C -0.17128 -0.33888 -0.24410 -0.57 0.30 0.20
C 0.10253 -1.71156 -0.36416 -0.98 -0.27 -0.68
H 2.43992 -3.88004 0.13859 -0.19 0.25 0.10
H 0.91233 -4.19539 -0.52735 1.14 1.24 1.58
H 2.87072 -1.87124 1.57974 -0.15 -0.20 0.23
H 2.35187 0.63920 1.70031 -0.15 -1.09 -0.21
H -1.66889 3.99340 -0.50525 0.40 -0.20 0.46
H -0.29252 4.18949 0.48563 1.28 1.11 0.50
H -2.64120 -1.26549 -1.36870 1.28 1.38 -0.44
H -3.03285 0.21302 -2.02310 1.45 -0.15 0.78
H -0.52086 -2.33967 -1.01042 0.14 0.29 0.18
```
Positions in Å, forces in eV/Å.

[3]
Molecular formula: C52H91ClMgN13O4
Method: DFT, ωB97M-V with the def2-TZVPD basis set

Summary:
* Kohn-Sham gap: 10.31 eV
* HOMO: -12.19 eV
* E: -3708.67206 hartree
* charge: +1

XYZ file:
```
162
Properties=species:S:1:pos:R:3:forces:R:3
Mg 2.87699 1.25931 -0.76004 -0.58 0.32 0.34
Cl -0.32550 0.32805 0.27720 -2.17 -0.97 0.14
O -1.23347 0.67854 1.35068 1.09 0.67 -0.22
O -0.88783 0.75042 -0.97141 -0.11 -0.25 -0.38
O 0.97491 0.93320 0.37536 1.44 0.99 0.73
O -0.15022 -1.10018 0.35528 0.26 -0.34 -0.54
C -0.32673 -0.63709 -4.44177 -0.75 1.02 0.45
C 0.29061 -1.96578 -4.17555 1.04 0.17 -0.50
C 0.74615 -2.22484 -2.75401 0.93 -0.16 0.83
C 1.77647 -1.30791 -2.15410 2.50 3.27 0.99
N 2.59474 -0.53057 -1.75196 -4.09 -4.14 -2.06
H -0.32665 -0.33989 -5.49047 -0.11 -0.34 -0.07
H 0.23218 0.14125 -3.92224 0.01 0.14 0.13
H -1.34656 -0.60642 -4.05821 -0.12 0.20 -0.03
H 1.17697 -1.96928 -4.80994 0.06 -0.71 -0.13
H -0.37506 -2.79622 -4.41083 0.14 0.00 -0.29
H 1.25200 -3.19033 -2.74772 -0.01 -0.18 0.20
H -0.10434 -2.31512 -2.07827 0.13 0.34 0.29
C -1.12621 -5.55909 -2.00600 -0.84 -0.44 0.82
C -1.92308 -4.70037 -0.95757 0.98 -0.69 -0.31
C -0.99913 -4.23577 0.17185 0.54 -0.35 0.06
C -0.36500 -5.28334 0.99333 0.64 -2.60 1.18
N 0.11066 -6.16656 1.60827 -1.08 2.48 -1.56
H -1.77100 -6.01609 -2.75666 -0.13 0.73 -0.41
H -0.71923 -6.47977 -1.58788 0.21 0.16 0.70
H -0.26828 -5.03234 -2.42384 -0.25 0.16 -0.19
H -2.79414 -5.18709 -0.51888 0.04 -0.22 -0.32
H -2.24898 -3.76324 -1.40887 -0.21 -0.10 -0.25
H -1.52516 -3.56808 0.85418 0.19 0.26 -0.14
H -0.15668 -3.75749 -0.32778 0.06 0.56 0.35
C 5.18753 -6.08220 1.22205 -0.48 0.40 -0.13
C 3.79807 -6.74979 1.42168 1.30 0.12 -0.23
C 3.00982 -6.96998 0.14351 -0.87 0.82 -0.64
C 2.67843 -5.71362 -0.62626 0.03 1.12 -0.92
N 2.41451 -4.75533 -1.24636 0.56 -2.09 1.50
H 5.85896 -6.63745 0.56707 -0.13 -0.38 0.14
H 5.69059 -5.91379 2.17424 -0.02 -0.22 0.06
H 5.12626 -5.10353 0.74607 -0.31 0.18 -0.03
H 3.17789 -6.21176 2.13863 0.10 -0.03 0.04
H 4.02777 -7.74135 1.81175 -0.38 -0.03 0.25
H 2.02476 -7.36730 0.38823 -0.03 -0.14 0.14
H 3.48030 -7.70091 -0.51412 0.15 0.26 -0.18
C -5.24696 -0.73600 -4.22484 -0.45 -0.86 0.83
C -4.51390 0.45384 -4.75689 -1.45 0.54 0.03
C -4.01399 1.41801 -3.66964 0.78 -0.40 0.08
C -4.77821 1.55087 -2.39993 -0.37 -0.05 -0.42
N -5.36339 1.62112 -1.40639 0.54 -0.12 -0.69
H -5.55620 -1.44615 -4.99176 0.43 -0.08 -0.08
H -6.16927 -0.54770 -3.67530 -0.07 0.66 -0.07
H -4.62141 -1.20389 -3.46467 0.17 -0.52 -0.21
H -5.19610 1.04703 -5.36585 0.07 -0.18 -0.42
H -3.69950 0.08022 -5.37759 0.20 0.47 0.06
H -3.86601 2.37398 -4.17196 0.05 0.23 0.58
H -3.03752 1.03026 -3.37937 0.25 0.33 0.32
C 2.25705 0.81918 5.02739 -0.25 -1.64 -0.96
C 0.91331 0.61100 4.33332 -0.74 0.69 0.36
C 0.10335 1.91198 4.17032 -0.02 0.41 -0.77
C 0.65849 2.87336 3.17740 -0.85 -1.84 2.24
N 1.06576 3.63740 2.44881 0.87 1.55 -1.55
H 2.66800 -0.18973 4.99118 0.32 -0.24 0.54
H 2.13153 1.08304 6.07749 0.38 0.53 -0.27
H 2.96808 1.34529 4.39040 -0.14 0.83 0.51
H 0.28072 -0.00639 4.97111 0.09 -0.14 0.05
H 1.02260 0.05939 3.39957 0.02 0.29 -0.19
H -0.01174 2.40301 5.13662 0.35 0.19 0.03
H -0.92969 1.77467 3.85080 0.02 -0.53 -0.13
C 8.45638 0.13860 -1.79467 0.03 0.72 0.58
C 8.43689 1.67353 -1.55842 -1.21 -0.92 -0.81
C 7.21923 2.12970 -0.64820 1.08 -0.14 -0.76
C 5.90108 1.79103 -1.23296 -2.88 -0.76 -1.21
N 4.82903 1.54410 -1.66659 4.14 0.83 1.46
H 7.48791 -0.22328 -2.13993 -0.02 -0.01 0.01
H 8.70133 -0.33898 -0.84598 -0.02 -0.29 -0.07
H 9.20695 -0.14269 -2.53335 -0.01 0.09 0.08
H 8.27099 2.12637 -2.53592 0.10 0.27 0.00
H 9.42249 1.99555 -1.22228 -0.37 0.25 0.47
H 7.27349 3.21312 -0.54162 -0.21 0.05 0.05
H 7.30595 1.69992 0.34973 -0.24 -0.13 -0.01
C -4.75858 2.51195 3.52480 -0.19 0.41 0.24
C -4.97829 1.50400 2.40044 -0.92 0.75 0.79
C -6.37745 1.69353 1.75796 0.17 -0.44 0.24
C -6.67026 2.98571 1.18026 0.31 1.20 -0.86
N -6.91465 4.00250 0.69326 0.10 -0.54 0.41
H -3.72893 2.49462 3.88205 0.05 0.23 -0.18
H -5.36668 2.33587 4.41211 -0.16 -0.48 -0.05
H -5.08156 3.50788 3.22160 0.48 0.23 -0.14
H -4.99500 0.54627 2.92061 0.30 -0.40 -0.63
H -4.18020 1.60422 1.66484 -0.09 -0.37 -0.07
H -7.16277 1.61128 2.50937 0.06 -0.57 0.24
H -6.53571 0.95738 0.96983 -0.11 -0.07 0.05
C -1.60573 -3.86074 5.10813 0.12 -0.61 0.89
C -2.15514 -3.42465 3.78071 -1.08 1.62 0.10
C -1.93000 -1.87634 3.48415 0.09 -1.07 -0.17
C -2.18641 -0.93093 4.59073 0.34 -0.83 -0.38
N -2.41862 -0.17959 5.42710 0.00 0.12 0.06
H -2.06675 -3.32518 5.93803 -0.11 0.26 -0.10
H -0.53221 -3.78507 5.28115 0.17 0.18 -0.46
H -1.85912 -4.90336 5.30002 0.02 -0.13 -0.17
H -3.23596 -3.56290 3.80947 -0.08 -0.12 0.06
H -1.84886 -4.03651 2.93222 0.39 0.24 0.10
H -2.56967 -1.50611 2.68299 -0.03 -0.29 -0.25
H -0.91208 -1.82115 3.09827 0.15 0.66 0.25
C 0.88483 6.12285 -0.32685 -0.84 -0.15 -0.27
C 2.29308 6.64289 -0.32219 0.97 -1.91 1.33
C 3.21408 5.75646 0.64074 -0.41 0.15 -0.13
C 3.29610 4.31959 0.30288 0.45 -3.21 -0.74
N 3.38699 3.15920 0.10002 -0.67 4.23 0.70
H 0.28996 6.85327 -0.87524 -0.37 -0.20 0.05
H 0.45145 5.95572 0.65923 0.16 0.46 0.21
H 0.74300 5.14966 -0.79683 0.32 0.00 -0.34
H 2.28231 7.66530 0.05551 0.45 -0.05 -0.23
H 2.74760 6.52478 -1.30583 -0.06 0.61 -0.10
H 2.85575 5.70576 1.66891 -0.45 0.31 0.07
H 4.21637 6.17577 0.72839 0.15 -0.18 -0.30
C -3.01802 6.06594 0.74447 -0.15 -0.43 -0.03
C -3.60729 4.66667 0.52229 0.37 1.04 -0.71
C -2.58856 3.66462 -0.04478 0.58 0.42 -0.64
C -1.90591 4.08095 -1.35504 -0.77 -0.15 0.00
N -1.41567 4.35732 -2.37100 -0.53 -0.34 1.36
H -2.23492 6.01760 1.50112 0.04 0.14 0.11
H -3.82466 6.71220 1.09056 0.20 0.19 0.01
H -2.58275 6.48013 -0.16497 -0.06 0.05 -0.07
H -4.43954 4.74725 -0.17697 -0.07 -0.10 0.03
H -4.04364 4.37855 1.47868 0.25 -0.64 -0.17
H -3.09358 2.71103 -0.19879 0.32 -0.12 -0.22
H -1.74250 3.51909 0.62687 -0.06 -0.19 0.26
C 1.94488 -2.78942 2.67006 0.33 -0.03 0.28
C 3.31394 -3.10790 2.04648 -1.06 0.23 0.11
C 4.36222 -1.99464 2.21270 -0.24 -0.02 -0.06
C 4.08879 -0.77303 1.43729 -0.98 2.79 -2.26
N 3.83438 0.19259 0.80557 0.96 -3.65 2.49
H 2.04932 -2.63781 3.74440 0.25 0.52 0.12
H 1.24038 -3.62114 2.67577 0.07 -0.15 -0.71
H 1.49795 -1.91475 2.19749 -0.17 -0.04 0.06
H 3.23133 -3.27874 0.97312 -0.18 -0.26 -0.02
H 3.69233 -4.01981 2.50838 0.28 0.13 -0.08
H 5.27440 -2.47225 1.85506 0.42 0.61 0.18
H 4.44135 -1.64162 3.24091 0.26 -0.30 0.17
C 3.67166 4.24615 -4.95961 -0.59 0.12 -0.02
C 2.15629 4.30417 -5.29128 0.83 -0.72 0.85
C 1.26478 4.25528 -4.00605 -0.16 0.03 -0.60
C 1.58922 3.16546 -3.04401 -0.37 0.80 -0.96
N 1.85940 2.35660 -2.28156 0.14 0.03 -0.01
H 3.91228 5.01666 -4.22714 0.03 0.06 0.08
H 4.32459 4.41865 -5.81519 -0.22 -0.08 -0.12
H 3.92956 3.28124 -4.52311 0.03 -0.03 0.02
H 1.84563 3.42390 -5.85405 0.27 -0.08 -0.20
H 1.93489 5.15099 -5.94088 -0.25 0.19 0.46
H 0.24493 4.14692 -4.37516 -0.14 -0.39 0.46
H 1.19844 5.17147 -3.41928 0.41 0.13 0.01
C -3.77292 -1.37099 -0.43345 0.36 0.22 0.24
C -5.09230 -1.98404 -0.86121 0.25 0.42 -0.82
C -5.86671 -2.69752 0.21086 0.01 -0.30 0.71
C -5.04988 -3.70519 0.91982 1.77 -2.86 2.02
N -4.41724 -4.52991 1.49479 -2.18 3.11 -2.20
H -3.89077 -0.78298 0.47674 -0.02 -0.02 0.20
H -3.35057 -0.66450 -1.14800 -0.25 -0.03 -0.28
H -2.97902 -2.09954 -0.26896 -0.14 -0.16 0.22
H -4.94691 -2.67684 -1.69007 0.08 0.01 -0.14
H -5.74333 -1.18505 -1.21597 -0.02 0.02 -0.17
H -6.75280 -3.16714 -0.21623 0.08 -0.23 0.05
H -6.24365 -1.97229 0.93201 0.12 -0.05 0.28
```
Positions in Å, forces in eV/Å.

[4]
Molecular formula: C4H7NO
Method: DFT, ωB97M-V with the def2-TZVPD basis set

Summary:
* Kohn-Sham gap: 10.43 eV
* HOMO: -9.60 eV
* E: -286.50076 hartree
* SMILES: CN1C[C@H]1C=O

XYZ file:
```
13
Properties=species:S:1:pos:R:3:forces:R:3
C -0.01374 -0.95185 -0.92907 -0.31 -0.86 -0.12
N -0.58001 0.41124 -0.86899 0.37 -0.42 0.18
C -1.27173 0.64111 0.39621 -0.11 -0.07 0.23
C 0.13516 1.05924 0.24770 0.25 0.09 0.41
C 1.21596 0.10260 0.70116 0.59 0.67 1.43
O 1.16629 -0.65959 1.64479 0.52 1.23 0.21
H 0.44808 -1.28452 0.04298 -0.71 -0.18 -2.02
H -0.76879 -1.71436 -1.01499 -0.65 -0.08 -0.82
H 0.70821 -0.98286 -1.75438 -0.22 -0.26 0.25
H -1.48775 -0.22853 1.01234 0.07 0.12 0.02
H -2.05194 1.39927 0.36793 0.19 -0.15 -0.04
H 0.42282 2.10689 0.15865 -0.07 -0.21 -0.14
H 2.07744 0.10135 -0.00435 0.08 0.12 0.40
```
Positions in Å, forces in eV/Å.

[5]
Molecular formula: C17H30N8OSSe4Ti
Method: DFT, ωB97M-V with the def2-TZVPD basis set

Summary:
* Kohn-Sham gap: 5.32 eV
* HOMO: -6.26 eV
* E: -12032.52811 hartree

XYZ file:
```
62
Properties=species:S:1:pos:R:3:forces:R:3
Ti -0.54171 -0.13239 -0.00774 0.16 1.41 0.22
S -4.92172 0.14860 0.98588 0.96 0.11 -0.19
C -4.41506 -1.37349 1.61465 0.30 0.02 0.00
C -3.08610 -1.59345 1.43683 -0.42 -0.42 0.30
C -2.40407 -0.52818 0.77175 0.29 0.18 -0.17
C -3.27331 0.48398 0.49891 -0.79 0.78 -0.47
C -2.87368 1.70409 -0.27165 -0.54 -0.31 -0.66
C -3.56099 2.98977 0.06360 0.21 0.60 0.20
C -2.93230 4.15476 -0.19301 -1.00 -0.70 0.26
C -1.56963 4.13721 -0.58309 1.20 -0.84 -0.09
C -0.87056 2.94881 -0.45376 0.50 2.50 -0.52
N -1.41791 1.76933 -0.22774 -0.16 -2.10 1.06
H -5.14438 -1.99428 2.09847 -0.04 -0.25 0.08
H -2.61657 -2.51576 1.75199 -0.04 -0.02 0.04
H -4.57374 2.93081 0.42816 -0.17 0.12 0.10
H -3.42329 5.10564 -0.04307 -0.15 0.03 0.05
H -1.05645 5.04874 -0.83975 0.20 0.01 0.11
H 0.21562 2.98351 -0.50402 -0.14 -0.11 -0.16
Se 1.88200 1.10209 -1.52477 -0.59 -0.29 0.16
Se 3.61231 1.83044 -0.12310 -0.18 0.06 0.11
Se 4.93281 -0.04617 0.26327 0.17 0.17 -0.45
Se 3.72228 -1.39116 1.65603 -0.40 -0.39 0.63
N 0.52619 1.06043 1.60728 0.22 0.20 -0.61
C 0.71049 0.48615 2.94337 -0.12 -0.62 0.58
C -0.05906 -0.83387 2.97105 -0.08 0.50 0.63
N 0.16327 -1.44760 1.66241 -0.34 -0.26 -0.11
H 1.43650 1.09987 1.14013 0.21 0.29 0.11
H 0.18686 2.01840 1.67104 -0.03 -0.25 -0.24
H 0.34466 1.15512 3.72881 0.06 -0.05 -0.22
H 1.77134 0.27211 3.12139 -0.14 0.18 -0.13
H -1.13230 -0.64602 3.09314 0.22 -0.12 -0.01
H 0.29833 -1.46658 3.79485 -0.10 0.06 -0.19
H -0.31101 -2.34798 1.62197 0.13 0.11 -0.10
H 1.17580 -1.61603 1.57009 0.20 -0.04 -0.27
N -4.01776 0.56135 -2.84687 -0.37 -0.16 -0.33
C -3.03262 0.05449 -3.78895 0.13 -0.14 -0.09
C -2.00193 -0.80346 -3.05728 -0.56 -0.34 -0.29
N -1.08390 -0.01509 -2.22004 0.56 0.50 0.12
H -4.81965 0.95623 -3.32739 0.09 -0.02 0.12
H -3.18750 1.48327 -1.33207 0.26 0.06 0.73
H -4.34325 -0.18278 -2.23703 -0.12 0.02 -0.09
H -2.54100 0.91567 -4.25826 0.02 -0.14 -0.06
H -3.47652 -0.55172 -4.59492 0.14 0.04 0.13
H -1.43024 -1.36263 -3.80612 -0.04 0.01 0.18
H -2.53347 -1.51510 -2.41641 0.12 0.06 -0.23
H -1.28514 0.97829 -2.34393 0.11 -0.14 0.07
H -0.13086 -0.15069 -2.55910 -0.12 0.15 -0.11
C 2.08443 -4.89994 -2.03042 0.21 -0.01 -0.17
N 1.07606 -4.09192 -1.40366 -0.10 0.26 0.25
C -0.30943 -4.47608 -1.37158 -0.21 0.06 0.07
C -0.98880 -3.14355 -1.02225 -0.33 -0.76 -0.29
O -2.18031 -2.98555 -0.88233 0.08 -0.27 0.06
N -0.02363 -2.18749 -0.92137 -0.40 0.97 0.31
C 1.15818 -2.75939 -1.18940 1.41 -0.20 -0.19
N 2.28624 -2.08425 -1.23028 -0.74 -0.54 -0.33
H 1.90759 -5.94382 -1.77838 0.06 0.01 0.02
H 3.07166 -4.62158 -1.66666 0.01 -0.10 0.01
H 2.05683 -4.78631 -3.11903 0.07 -0.06 0.01
H -0.50740 -5.24050 -0.61625 -0.08 0.06 0.00
H -0.65889 -4.84956 -2.33715 -0.06 0.07 -0.03
H 2.25197 -1.06890 -1.08351 0.20 0.02 -0.04
H 3.18096 -2.52811 -1.33287 0.07 0.01 0.16
```
Positions in Å, forces in eV/Å.

[6]
Molecular formula: C6H7LiNaO6
Method: DFT, ωB97M-V with the def2-TZVPD basis set

Summary:
* Kohn-Sham gap (alpha / beta): 7.05 / 8.66 eV
* HOMO (alpha / beta): -7.68 / -9.34 eV
* E: -854.22919 hartree
* multiplicity: 2

XYZ file:
```
21
Properties=species:S:1:pos:R:3:forces:R:3
Na 2.34185 -2.59326 -0.63845 -0.65 0.31 0.10
O 0.25797 -1.40580 -1.58883 0.21 0.46 -0.66
O -1.56899 -1.61723 -0.27688 -0.43 -0.01 0.23
C -2.19944 -0.49108 -0.89041 0.09 0.07 -0.28
C -2.10178 0.73937 0.00389 -0.37 0.21 0.13
O 0.22367 -2.84170 0.08859 -0.20 -0.13 0.03
C -0.31854 -1.96592 -0.61470 0.90 -0.39 0.28
H -1.75283 -0.30125 -1.87310 -0.10 -0.01 0.23
H -3.25190 -0.76884 -1.01967 0.23 0.02 0.05
H -2.50438 0.52229 1.00022 0.13 0.02 -0.23
H -2.71336 1.53139 -0.45360 0.13 -0.15 0.10
Li 1.16235 0.27675 -1.53445 -0.42 -0.13 0.41
O -0.06656 1.56724 -0.92995 0.10 -0.08 -0.36
O -0.16725 1.30738 1.27937 -0.21 0.05 -0.03
C 1.93958 1.48011 1.37358 1.13 -0.94 -0.30
C 2.36612 0.14015 1.08532 -1.03 0.88 -0.13
O 2.39010 -0.35214 -0.09375 0.52 0.21 0.47
C -0.67988 1.26618 0.11952 0.76 -0.19 0.34
H 2.11840 2.23010 0.60011 -0.56 -0.21 0.23
H 1.99305 1.79969 2.41450 -0.29 -0.07 -0.37
H 2.53179 -0.52343 1.94870 0.06 0.06 -0.24
```
Positions in Å, forces in eV/Å.